# 1
# C36H38N3O2P2PbS

A molecular structure, C36H38N3O2P2PbS (ωB97M-V with the def2-TZVPD basis set, the OMol25 dataset).

Results
Relative energy (zero: lowest compared OMol25 entry of this formula, charge and spin): 32.9 kJ/mol
Charge: +3
Gap between HOMO and LUMO (alpha / beta): 5.66 / 5.47 eV

```
83
Properties=species:S:1:pos:R:3:forces:R:3
C 1.252 -1.557 4.185 -0.011 0.014 0.001
H 1.827 -7.414 -1.498 -0.010 -0.005 -0.002
H -2.356 0.857 -0.673 -0.012 -0.010 0.016
H 7.143 -1.004 -0.932 -0.005 -0.003 0.002
H -2.433 2.024 4.977 -0.004 0.003 0.001
C -3.793 2.416 3.355 -0.001 -0.010 -0.008
C 4.279 -1.392 -3.992 -0.016 -0.016 0.000
H -0.156 -3.497 1.685 -0.007 -0.006 0.004
H -1.911 -5.761 4.864 -0.001 0.004 0.001
O 1.502 -3.085 -0.384 -0.153 0.035 0.062
C -0.940 -3.630 2.426 0.015 0.013 0.017
Pb 0.434 -0.422 0.284 -0.019 0.007 -0.043
H 3.667 -6.143 -0.203 -0.001 0.002 0.006
H 3.600 -1.552 2.150 0.005 0.003 0.002
H -4.256 0.410 0.659 0.020 0.007 -0.015
H -0.150 -5.485 3.156 -0.003 0.000 0.002
O 6.051 -2.774 -1.095 0.012 -0.002 0.022
C -1.085 2.736 1.378 0.057 -0.172 0.041
C -2.785 -1.062 -1.229 -0.023 -0.017 0.005
H -3.734 -2.101 3.619 0.001 0.017 0.001
C -2.943 -2.833 3.517 0.006 0.007 0.005
C 1.236 -6.510 -1.420 0.067 0.034 0.027
H 2.343 -4.057 -3.243 -0.005 0.004 -0.002
C 7.305 -2.066 -1.117 0.015 0.013 -0.002
P 1.634 -0.351 2.882 0.029 0.002 0.006
C -0.926 -5.400 -1.659 0.004 -0.035 -0.002
C 3.415 -0.571 2.590 -0.017 -0.005 0.007
H -3.850 -3.493 0.899 -0.005 0.000 -0.005
C -0.382 -4.220 -1.239 -0.020 0.016 0.023
C -2.932 -1.789 -0.039 0.039 0.033 -0.007
C 1.016 -4.120 -0.877 0.113 -0.051 -0.026
C 3.266 -5.327 -0.797 0.056 0.018 -0.019
P -1.956 -1.300 1.395 -0.046 0.004 0.028
H 5.095 -4.606 -0.862 0.011 0.005 -0.004
H -4.673 -2.990 -3.268 0.004 -0.001 0.000
C -2.922 -3.944 4.348 -0.013 0.007 0.001
H -1.523 -0.025 3.951 -0.008 -0.001 -0.007
H 3.778 0.193 1.902 0.000 0.001 0.002
H -0.570 -7.495 -2.050 0.002 0.002 0.000
H 1.884 -1.364 5.053 -0.007 -0.010 0.004
C 3.221 -2.294 -4.071 0.014 0.025 -0.013
C 1.833 -5.325 -1.062 -0.054 0.000 -0.046
C 1.513 1.270 3.691 -0.010 0.005 -0.015
H 2.128 1.285 4.592 0.000 0.001 0.000
H 1.439 -2.568 3.824 0.008 -0.008 0.002
H -3.299 -0.948 -3.308 -0.002 -0.003 0.003
H 7.898 -2.492 -0.316 -0.001 -0.003 0.002
C -2.788 0.093 2.206 0.017 0.000 -0.014
H 4.364 -0.602 -4.727 0.001 -0.001 0.001
C -4.182 -2.659 -2.362 0.000 0.009 -0.004
C -0.132 -6.557 -1.737 -0.053 0.016 -0.012
H -4.209 3.303 3.815 0.006 0.003 -0.003
H -1.821 0.458 -2.168 -0.006 0.004 -0.005
H 0.205 -1.495 4.483 0.008 -0.004 0.000
H 2.501 -2.220 -4.873 0.000 0.000 0.003
S -1.869 4.088 1.836 -0.080 0.073 0.022
N -1.963 0.103 -1.229 0.015 -0.023 0.008
C 4.080 -3.416 -2.143 0.004 0.050 -0.046
H 0.478 1.482 3.958 0.002 0.001 0.006
C -2.295 0.540 3.440 -0.006 -0.005 -0.011
H -4.987 -4.246 -1.156 0.000 0.001 0.000
C -0.930 -4.742 3.251 -0.001 -0.001 0.004
C -2.800 1.686 4.016 -0.005 -0.006 0.004
H -1.975 -5.453 -1.917 0.004 -0.004 0.003
N -0.551 1.741 1.086 0.061 0.102 -0.066
C -3.405 -1.511 -2.389 0.009 -0.005 -0.010
H -0.991 -3.329 -1.141 0.006 0.003 -0.008
H 3.968 -0.491 3.526 0.005 0.000 -0.002
N 4.145 -4.485 -1.218 -0.055 -0.053 0.036
H -3.693 -4.068 5.096 0.004 -0.002 0.001
C -3.818 0.786 1.576 0.009 -0.026 0.003
H 7.807 -2.214 -2.072 -0.003 -0.006 -0.001
H 1.858 2.049 3.012 0.004 0.002 0.007
C -1.947 -2.672 2.554 0.036 -0.033 -0.037
C -4.314 1.951 2.144 0.000 0.033 0.015
C 5.164 -2.527 -2.078 -0.005 -0.012 -0.007
H 6.080 -0.810 -2.991 -0.003 -0.003 0.000
C -1.921 -4.896 4.214 0.007 -0.009 -0.006
C 5.252 -1.502 -3.012 0.011 0.014 -0.003
H -5.118 2.490 1.661 0.002 0.001 0.002
C -4.357 -3.367 -1.178 -0.004 -0.003 0.008
C 3.124 -3.315 -3.148 -0.008 -0.031 0.037
C -3.731 -2.935 -0.021 -0.006 -0.008 -0.006
```
Forces are in eV/Å.

Löwdin population analysis, charges in e, atoms 1 to 6:
1 C -0.2461
2 H 0.1414
3 H 0.0670
4 H 0.1022
5 H 0.1280
6 C -0.1067

# 2
# Br2FH2PSi

2 unconnected molecules or ions with the total composition Br2FH2PSi (ωB97M-V with the def2-TZVPD basis set, the OMol25 dataset).

Results
Relative energy (zero: lowest compared OMol25 entry of this formula, charge and spin): 319.7 kJ/mol
Gap between HOMO and LUMO: 9.40 eV

```
7
Properties=species:S:1:pos:R:3:forces:R:3
H -0.300 0.290 1.043 0.372 -0.883 0.058
Si 1.026 -2.162 0.002 3.768 1.078 2.236
Br 1.872 -3.067 -1.821 -0.486 0.483 0.564
P -0.554 -0.613 -0.036 -0.958 1.253 -0.444
H -0.118 0.421 -0.955 0.195 -1.081 0.155
Br 0.813 -3.762 1.596 -0.054 1.167 -1.071
F 2.863 -0.902 0.933 -2.838 -2.016 -1.499
```
Forces are in eV/Å.

Löwdin population analysis, charges in e, atoms 1 to 6:
1 H -0.1154
2 Si -0.3337
3 Br 0.3357
4 P 0.5327
5 H -0.1118
6 Br 0.2788

# 3
# C27H48Br2ClF3N5O6

5 unconnected molecules or ions with the total composition C27H48Br2ClF3N5O6 (ωB97M-V with the def2-TZVPD basis set, the OMol25 dataset).

Results
Charge: +1
Gap between HOMO and LUMO: 7.02 eV

```
92
Properties=species:S:1:pos:R:3:forces:R:3
C -3.144 1.160 -0.245 -0.060 -0.034 0.388
N 0.629 1.196 0.060 -0.007 0.245 0.086
H -6.071 0.049 7.975 -0.008 -0.047 0.027
H 1.063 -1.291 0.689 0.030 -0.181 -0.129
C 4.285 -0.151 -8.407 0.146 0.097 0.065
O 2.663 -0.418 1.630 0.152 0.021 -0.080
O -0.183 4.781 3.849 0.012 0.007 -0.032
H 0.975 -3.714 -5.477 -0.014 0.003 -0.013
C 2.143 4.741 4.379 -0.189 -0.017 -0.059
C 3.087 -1.127 -5.876 0.073 -0.015 -0.057
H 2.797 5.563 4.087 0.051 -0.030 0.026
H 2.228 -0.659 -6.358 -0.016 -0.058 -0.048
N -4.451 -1.070 6.031 -0.023 0.018 0.031
H 1.698 0.167 -1.445 -0.169 0.039 -0.001
C -4.059 -1.915 7.143 0.087 0.030 -0.173
H 1.294 -0.544 3.789 0.151 0.022 0.230
N 0.473 6.153 5.495 0.002 -0.016 0.019
C -0.610 0.141 -2.769 -0.312 0.071 0.328
O 4.786 0.182 -4.837 -0.037 0.040 0.011
H 3.310 -2.066 -6.384 -0.017 0.025 -0.057
H 2.531 4.284 5.289 0.021 0.041 0.014
H 0.800 -2.062 3.060 -0.033 0.018 0.024
H -3.839 -1.023 5.233 0.012 -0.014 -0.002
Br -3.744 2.581 -1.438 -0.080 0.014 -0.160
F 1.184 -1.340 -3.127 -0.407 0.019 -0.147
H -4.275 -0.256 2.676 -0.014 0.125 0.085
H -4.804 -1.872 7.929 -0.007 -0.004 0.016
H 3.980 0.741 -8.955 -0.049 -0.022 -0.016
N 1.428 -5.700 -4.988 -0.009 0.073 -0.102
H 1.129 6.582 7.441 0.048 -0.017 0.014
C 2.027 -0.827 0.446 -0.157 0.324 0.212
H -3.216 0.242 -0.815 0.083 0.092 -0.110
C -1.527 2.587 1.003 0.011 -0.050 0.042
H -2.797 -0.523 1.741 -0.011 -0.051 0.001
C 1.638 -1.545 3.533 -0.209 -0.096 -0.409
H -2.151 1.331 -2.976 -0.045 0.062 -0.095
C 2.821 -1.467 2.579 -0.112 -0.391 0.234
O -5.773 0.359 4.904 0.183 -0.038 -0.117
H -4.448 2.003 1.271 -0.042 -0.009 0.087
H 5.556 0.819 -7.014 0.012 -0.004 -0.007
C 0.722 5.223 4.556 0.019 0.000 -0.022
H 2.687 1.044 -0.317 -0.034 0.058 -0.015
Br -5.687 0.101 0.308 -0.065 0.071 -0.054
C -0.633 0.810 -0.326 -0.041 -0.115 0.048
C 1.572 -6.208 -6.246 -0.001 0.022 -0.001
H -1.741 -0.803 -1.215 0.014 0.012 0.059
C 1.377 -5.254 -7.403 0.007 -0.046 -0.022
C 4.280 -0.199 -5.883 0.004 -0.023 0.100
H 2.414 6.397 6.243 0.013 -0.003 -0.003
O -1.830 0.500 -3.353 0.088 -0.110 0.093
C 1.805 0.420 -0.397 0.291 -0.318 -0.136
H -0.100 3.814 2.040 0.022 -0.045 0.097
H -0.036 -1.101 -1.086 -0.007 -0.005 0.055
H -6.926 -1.320 7.242 0.018 -0.001 0.049
C -0.049 -1.004 -3.605 0.135 -0.048 -0.210
O 1.846 -7.380 -6.414 0.005 -0.014 -0.012
C 1.413 6.781 6.407 -0.161 0.017 -0.017
C -0.263 2.979 1.368 -0.242 0.098 0.022
C -3.490 0.238 2.109 -0.004 0.022 -0.054
C 0.804 2.255 0.887 0.086 -0.205 -0.050
H 5.070 -0.651 -8.977 -0.035 -0.044 -0.017
H 1.525 -5.809 -8.323 0.008 -0.031 0.010
H -3.957 -2.952 6.822 -0.036 -0.018 0.044
H -2.958 0.909 2.785 0.081 -0.043 -0.005
H 0.105 0.970 -2.802 0.143 -0.098 -0.239
H 2.111 3.998 3.586 0.145 0.101 0.178
C -5.569 -0.305 5.908 -0.112 0.004 0.092
C 1.106 -4.342 -4.601 0.141 -0.330 0.159
F 0.090 -0.658 -4.889 -0.083 -0.188 0.449
H 1.570 -6.383 -4.261 -0.002 -0.006 0.004
H 1.893 -2.110 4.427 0.027 0.088 0.081
C -6.543 -0.315 7.063 -0.026 0.040 -0.045
C -0.769 -0.327 -1.294 0.354 -0.185 -0.349
H 0.370 -4.835 -7.400 0.018 0.047 0.004
H 2.846 -1.337 -4.841 0.020 -0.007 -0.002
H -2.379 3.136 1.383 -0.009 0.044 -0.022
H -0.496 6.428 5.550 0.001 0.013 0.008
H 2.642 -1.528 -0.126 0.007 -0.068 0.017
H 0.186 -4.323 -4.017 -0.035 0.068 -0.029
H -7.372 0.338 6.809 0.007 0.010 -0.030
H 1.424 7.860 6.255 0.052 0.002 -0.005
Cl 2.366 2.719 1.374 0.100 -0.037 -0.212
C -4.097 1.026 0.953 -0.057 -0.149 -0.101
F -0.820 -2.105 -3.538 0.244 0.478 0.013
C -1.730 1.497 0.153 -0.097 0.221 0.037
H 2.935 -2.425 2.061 0.089 0.035 -0.061
H -3.103 -1.587 7.557 -0.023 0.001 0.056
N 4.763 0.201 -7.083 -0.026 -0.006 -0.021
H 3.433 -0.819 -8.336 -0.012 -0.010 -0.003
H 2.099 -4.437 -7.361 -0.035 0.034 0.003
H 1.913 -3.925 -3.992 -0.035 0.113 -0.032
H 3.752 -1.297 3.116 -0.005 0.262 -0.032
```
Forces are in eV/Å.

Löwdin population analysis, charges in e, atoms 1 to 6:
1 C -0.7026
2 N 0.0403
3 H 0.0862
4 H 0.1265
5 C -0.0701
6 O -0.1696